The following is a DFT calculation (ωB97M-V/def2-TZVPD) of one molecule with the formula C4H7NO.

Structure (ORCA input):
```
! wB97M-V def2-TZVPD RIJCOSX def2/J DEFGRID3
* xyz 0 1
C 1.608 0.419 0.106
N 0.233 0.106 -0.402
C -0.347 1.242 -0.695
C -0.339 -1.102 -0.078
C -1.656 -1.187 0.471
O -2.174 -2.206 0.910
H 2.093 1.210 -0.476
H 2.217 -0.474 0.142
H 1.443 0.807 1.120
H -1.391 1.399 -0.504
H 0.288 2.039 -1.048
H 0.269 -1.998 -0.141
H -2.202 -0.218 0.552
*
```

Results
Energy above the lowest of the compared OMol25 structures with the same formula, charge and spin ... 83.6 kcal/mol
DFT total energy ... -7796.0211 eV
LUMO energy (alpha / beta) ... -0.39 / -0.21 eV

Here are the Löwdin charges for atoms 1 to 6, given in e:
1 C -0.02
2 N -0.22
3 C 0.02
4 C -0.09
5 C -0.33
6 O -0.02

The following is a DFT calculation (ωB97M-V/def2-TZVPD) of one molecule with the formula C4H7NO.

Structure (ORCA input):
```
! wB97M-V def2-TZVPD RIJCOSX def2/J DEFGRID3
* xyz 0 1
N -1.560 0.824 0.422
C -0.522 1.132 -0.452
O -0.587 2.050 -1.246
C 0.666 0.229 -0.328
C 0.629 -1.254 -0.633
C 0.690 -0.806 0.783
H -1.273 0.738 1.389
H -2.349 1.443 0.303
H 1.578 0.724 -0.656
H -0.289 -1.700 -1.003
H 1.548 -1.648 -1.054
H 1.589 -0.918 1.374
H -0.229 -0.957 1.342
*
```

Results
Energy above the lowest of the compared OMol25 structures with the same formula, charge and spin ... 23.1 kcal/mol
DFT total energy ... -7798.6443 eV
LUMO energy ... 0.99 eV
SMILES string ... NC(=O)C1CC1

Here are the Löwdin charges for atoms 1 to 6, given in e:
1 N 0.13
2 C -0.51
3 O 0.06
4 C -0.20
5 C -0.10
6 C -0.13

The following is a DFT calculation (ωB97M-V/def2-TZVPD) of a 2-piece molecular cluster, C4H7NO overall at a distorted geometry.

Structure (ORCA input):
```
! wB97M-V def2-TZVPD RIJCOSX def2/J DEFGRID3
* xyz 0 1
C 0.890 -2.473 0.815
C 0.684 -1.838 -0.318
N 0.601 -1.150 -1.345
H -0.042 -2.510 1.427
H 1.895 -2.667 1.134
H 0.289 -1.698 -2.107
C -1.385 1.473 -0.435
C -0.450 2.207 0.211
O 0.748 1.930 0.746
H -1.375 0.466 -0.323
H -2.291 2.003 -0.619
H -0.590 3.210 0.198
H 1.026 1.045 0.614
*
```

Results
Energy above the lowest of the compared OMol25 structures with the same formula, charge and spin ... 81.6 kcal/mol
DFT total energy ... -7796.1073 eV
LUMO energy ... 0.74 eV
SMILES string ... C=C=N.C=CO

Here are the Löwdin charges for atoms 1 to 6, given in e:
1 C -0.01
2 C -0.27
3 N 0.15
4 H 0.07
5 H 0.05
6 H 0.06

The following is a DFT calculation (ωB97M-V/def2-TZVPD) of one molecule with the formula C4H7NO at a distorted geometry.

Structure (ORCA input):
```
! wB97M-V def2-TZVPD RIJCOSX def2/J DEFGRID3
* xyz 0 1
C 1.604 0.442 -0.293
C 0.475 0.226 0.744
C -0.751 -0.568 0.184
O -1.996 -0.404 0.896
C -1.135 -0.048 -1.133
N -1.619 0.415 -2.074
H 2.374 1.111 0.114
H 2.119 -0.484 -0.582
H 1.227 0.912 -1.208
H 0.125 1.205 1.082
H 0.908 -0.285 1.615
H -0.448 -1.628 0.119
H -2.708 -0.838 0.381
*
```

Results
Energy above the lowest of the compared OMol25 structures with the same formula, charge and spin ... 32.7 kcal/mol
DFT total energy ... -7798.2257 eV
LUMO energy ... 0.77 eV
SMILES string ... CC[C@@H](O)C#N

Here are the Löwdin charges for atoms 1 to 6, given in e:
1 C -0.10
2 C -0.18
3 C -0.35
4 O -0.04
5 C -0.20
6 N 0.17

> The highest energy above the lowest of the compared OMol25 structures with the same formula, charge and spin belongs to which entry?

number 1